This record from the OMol25 dataset describes a structure of composition C17H21Cl3O3V at a distorted geometry. The level of theory is ωB97M-V/def2-TZVPD.

```
45
Properties=species:S:1:pos:R:3:forces:R:3
C -0.739876 0.448500 -2.726653 0.67 -0.36 0.30
C -1.567576 -0.687400 -2.576053 0.65 0.06 0.51
C -0.744076 -1.813600 -2.348953 0.66 0.48 0.16
C -3.044076 -0.704500 -2.686753 -0.20 -0.01 -0.06
C 0.625424 -1.382500 -2.378253 -0.70 0.46 0.09
C 0.630024 0.027700 -2.614153 -0.67 -0.42 0.12
C 1.827324 0.878700 -2.829453 0.01 0.18 0.02
C -1.220576 1.803600 -3.083653 -0.05 0.19 -0.08
C -1.227276 -3.210700 -2.248653 -0.08 -0.18 -0.03
C 1.816924 -2.266400 -2.316953 0.12 -0.17 0.01
V -0.186876 -0.342200 -0.513253 -2.25 0.86 2.64
Cl -2.357276 -0.192900 0.422347 -0.10 -0.02 -1.45
Cl -0.088976 2.017900 -0.149753 0.14 -0.64 -1.07
Cl -0.112876 -2.491500 0.617847 0.69 -0.37 -1.28
H -3.479976 0.239400 -2.376553 0.00 0.10 0.11
H -3.482476 -1.487300 -2.076553 -0.01 -0.06 0.14
H -3.331576 -0.884500 -3.724753 -0.03 -0.03 -0.18
H -2.087576 -3.290900 -1.590653 -0.06 0.03 0.15
H -0.461676 -3.877000 -1.870253 0.10 -0.03 0.12
H -1.526476 -3.558900 -3.239353 -0.06 -0.06 -0.18
H 1.667424 -3.088000 -1.622953 -0.08 -0.04 0.15
H 2.699424 -1.719400 -2.000053 0.12 0.07 0.04
H 2.020924 -2.687100 -3.302953 0.08 -0.04 -0.15
H 2.682824 0.506400 -2.275153 0.14 0.04 0.08
H 1.650424 1.898100 -2.502953 0.08 0.18 0.23
H 2.089024 0.895700 -3.888953 0.06 -0.04 -0.15
H -2.087776 2.088400 -2.495153 -0.06 0.01 0.14
H -1.507676 1.815900 -4.137153 -0.06 -0.01 -0.19
H -0.458176 2.556900 -2.929353 0.12 0.07 0.12
O 2.627924 3.951700 -0.172853 0.49 0.13 -0.10
H 3.582124 3.947600 0.007447 -0.21 0.02 -0.04
O -1.248376 -1.145500 2.746847 3.91 3.47 1.01
C -0.257076 -0.283900 2.678847 -3.86 -3.72 -3.20
O 0.295824 0.060900 1.509947 -0.11 -0.64 2.21
C 0.189424 0.356500 3.935547 0.61 0.66 0.68
C 1.119824 1.409200 3.920447 -0.12 -0.03 0.48
C 1.497224 2.034900 5.114747 -0.42 -0.53 0.13
C 0.958424 1.608000 6.332647 0.04 -0.02 -0.41
C 0.039724 0.558900 6.359747 0.16 0.11 -0.60
C -0.348376 -0.062000 5.170447 0.36 0.33 0.05
H 1.540424 1.762800 2.987647 -0.15 -0.12 -0.18
H 2.205024 2.852300 5.097047 0.03 0.04 -0.07
H 1.250324 2.094300 7.255147 0.03 0.04 0.05
H -0.380376 0.230300 7.301947 -0.03 -0.03 0.04
H -1.068976 -0.868400 5.219547 0.05 0.03 -0.37
```
Forces are in eV/Å.

Net charge = -2
E_LUMO (alpha / beta) = 4.577 / 4.584 eV
Frontier orbital gap (alpha / beta) = 4.49 / 4.50 eV
E_HOMO (alpha / beta) = 0.082 / 0.083 eV
⟨S²⟩ = 0.807
Spin multiplicity = 2
Strongest force on any atom = 6.2 eV Å⁻¹

These are the Löwdin partial charges, in e, on atoms 1 to 8: C -0.3041; C -0.2931; C -0.3089; C -0.0766; C -0.3186; C -0.3091; C -0.0359; C -0.0770